Entry 1:
C32H11BCl104N4O4 | wB97M-V/def2-TZVPD

Positions of all 156 atoms, in Å:
C1 -0.5242 -1.3771 -2.7695
C2 -0.1277 -1.9118 -1.3824
C3 -0.4680 -3.3934 -1.2205
O1 -0.6945 -3.7885 0.1160
C4 -1.9033 -3.3094 0.6434
C5 -1.6508 -2.1625 1.5889
N1 -0.5441 -2.2074 2.3198
N2 -0.3076 -1.1746 3.0960
C6 -1.1905 -0.1857 3.0679
O2 -0.9211 0.8871 3.8354
B1 0.4508 1.0770 4.1140
O3 1.3648 1.2609 3.1283
O4 0.8415 1.1509 5.4153
N3 -2.3233 -0.1500 2.3831
N4 -2.5581 -1.1918 1.6111
H1 -1.4883 -1.7889 -3.0568
H2 0.2572 -1.5879 -3.4901
H3 -0.6752 -0.3099 -2.6480
H4 0.9402 -1.7833 -1.2249
H5 -0.6353 -1.2913 -0.6460
H6 0.3864 -3.9725 -1.5672
H7 -1.3006 -3.6672 -1.8742
H8 -2.4158 -4.1043 1.1872
H9 -2.5905 -2.9771 -0.1332
H10 2.2199 0.9782 3.4682
H11 0.1344 0.8456 5.9915
C7 -1.1439 2.7155 -4.2608
Cl1 0.5244 3.2853 -4.1621
Cl2 -1.6989 2.2315 -2.6555
Cl3 -2.1852 4.0204 -4.8456
Cl4 -1.2214 1.3355 -5.3565
C8 -1.9960 -2.6028 -7.2953
Cl5 -1.7831 -3.5857 -8.7457
Cl6 -1.7332 -0.9007 -7.6979
Cl7 -3.6359 -2.8112 -6.6779
Cl8 -0.8311 -3.1014 -6.0672
C9 1.0896 6.7756 -6.9593
Cl9 1.5717 6.0726 -8.5029
Cl10 -0.4073 5.9874 -6.4556
Cl11 2.3415 6.4915 -5.7461
Cl12 0.8305 8.5132 -7.1473
C10 -5.6641 2.2496 -6.2129
Cl13 -7.1453 1.4836 -6.7869
Cl14 -4.2989 1.1739 -6.5079
Cl15 -5.3933 3.7792 -7.0733
Cl16 -5.7947 2.5755 -4.4834
C11 1.5964 4.8141 7.0599
Cl17 1.0314 3.4034 7.9657
Cl18 1.9371 4.3549 5.3890
Cl19 0.3413 6.0546 7.0804
Cl20 3.0769 5.4310 7.7975
C12 -5.3292 1.7410 4.6183
Cl21 -5.6871 3.0666 3.5105
Cl22 -5.9040 0.2171 3.9343
Cl23 -3.5853 1.6234 4.8662
Cl24 -6.1406 2.0341 6.1645
C13 -5.2061 7.0731 -3.9927
Cl25 -4.0103 6.8257 -5.2710
Cl26 -5.3920 8.8017 -3.6928
Cl27 -6.7551 6.3924 -4.4948
Cl28 -4.6562 6.2698 -2.5193
C14 -10.1758 3.7342 2.7698
Cl29 -8.8559 3.2063 3.8168
Cl30 -9.5475 4.0719 1.1529
Cl31 -11.3691 2.4382 2.6803
Cl32 -10.9144 5.1953 3.4310
C15 0.3824 3.4597 -11.5310
Cl33 -0.2051 4.7868 -12.5371
Cl34 2.0477 3.7956 -11.0399
Cl35 -0.6315 3.3219 -10.0906
Cl36 0.3100 1.9524 -12.4421
C16 7.1264 5.3764 8.1363
Cl37 5.6973 6.2485 8.6987
Cl38 8.2593 6.5140 7.4044
Cl39 7.8942 4.5667 9.5013
Cl40 6.6207 4.1758 6.9431
C17 -4.2707 5.7641 7.5455
Cl41 -5.0938 6.7942 6.3703
Cl42 -2.8430 6.6052 8.1560
Cl43 -5.3691 5.4013 8.8810
Cl44 -3.7826 4.2590 6.7637
C18 8.8078 6.1835 13.5176
Cl45 8.7964 4.4398 13.2292
Cl46 10.4051 6.6775 14.0828
Cl47 8.4295 7.0269 12.0133
Cl48 7.5996 6.5838 14.7418
C19 -0.6587 -1.9517 -13.2932
Cl49 -1.2102 -0.6318 -14.3292
Cl50 1.0153 -1.6594 -12.8116
Cl51 -1.6792 -2.0260 -11.8545
Cl52 -0.7613 -3.4773 -14.1747
C20 3.7671 2.0344 0.1431
Cl53 2.3423 1.8998 -0.8898
Cl54 5.1423 2.5892 -0.8359
Cl55 3.4382 3.1730 1.4480
Cl56 4.1582 0.4498 0.8216
C21 -9.2675 3.2770 -9.9595
Cl57 -10.0349 1.8334 -9.2838
Cl58 -8.7730 2.9528 -11.6235
Cl59 -10.4079 4.6224 -9.9204
Cl60 -7.8355 3.6702 -9.0059
C22 6.0519 -3.1025 -0.1831
Cl61 6.8245 -1.7138 -0.9490
Cl62 5.0631 -2.5565 1.1771
Cl63 5.0219 -3.9110 -1.3576
Cl64 7.3026 -4.2048 0.4354
C23 7.6132 -7.0169 3.7686
Cl65 8.6578 -6.6957 2.3805
Cl66 6.2563 -8.0300 3.2638
Cl67 8.5330 -7.8516 5.0224
Cl68 7.0035 -5.4853 4.4005
C24 6.9378 -7.8622 -2.5237
Cl69 5.7905 -7.3771 -3.7785
Cl70 7.0715 -6.5716 -1.3269
Cl71 6.3619 -9.3366 -1.7444
Cl72 8.5217 -8.1552 -3.2567
C25 3.0527 6.5151 12.0658
Cl73 2.6445 7.8080 10.9333
Cl74 2.4358 4.9780 11.4450
Cl75 4.8080 6.4341 12.2621
Cl76 2.3127 6.8476 13.6348
C26 9.8061 -10.7811 1.0865
Cl77 9.8398 -12.5380 0.8314
Cl78 11.3642 -10.2572 1.7314
Cl79 9.4971 -9.9823 -0.4536
Cl80 8.5303 -10.3539 2.2237
C27 -5.4969 -0.2496 -11.4091
Cl81 -4.3790 -0.9010 -10.2054
Cl82 -4.6250 0.0499 -12.9158
Cl83 -6.7939 -1.4135 -11.6988
Cl84 -6.1882 1.2605 -10.8158
C28 0.9010 -7.5182 -1.1006
Cl85 1.1959 -9.1981 -0.6405
Cl86 2.4267 -6.6292 -1.1450
Cl87 0.1537 -7.4684 -2.7029
Cl88 -0.1579 -6.7411 0.0705
C29 6.3729 -14.4499 3.3189
Cl89 5.0414 -14.6932 2.1834
Cl90 7.7637 -13.7777 2.4605
Cl91 5.8679 -13.3228 4.5835
Cl92 6.8123 -15.9971 4.0503
C30 -6.5177 -3.6105 5.0461
Cl93 -7.8929 -3.7806 3.9548
Cl94 -5.1286 -2.9858 4.1470
Cl95 -6.9321 -2.4880 6.3437
Cl96 -6.1110 -5.1852 5.7344
C31 6.6631 6.1938 1.6870
Cl97 8.0732 7.1244 1.1689
Cl98 5.2669 7.2675 1.8280
Cl99 6.3019 4.9252 0.5105
Cl100 6.9895 5.4477 3.2538
C32 -11.2930 -1.5268 3.5712
Cl101 -9.7976 -0.5936 3.5207
Cl102 -11.6267 -2.0115 5.2348
Cl103 -12.6397 -0.5500 2.9615
Cl104 -11.1250 -2.9674 2.5602

As for the orbital gap: 8.732 eV. As for the spin multiplicity: 1. As for the LUMO energy: -1.061 eV.


Entry 2:
C32H16Cl7N7NdO7S2 | wB97M-V/def2-TZVPD

Positions of all 72 atoms, in Å:
Nd1 -5.4647 -15.1428 11.0750
Cl1 -1.4465 -9.4113 9.6411
C1 -2.2230 -10.6769 10.5185
C2 -1.6300 -11.1555 11.7265
Cl2 -0.5601 -10.0576 12.6680
C3 -1.9331 -12.4260 12.2206
Cl3 -1.0097 -13.1973 13.3612
C4 -3.0634 -13.1346 11.6420
O1 -3.2920 -14.3939 11.8004
C5 -3.9424 -12.3984 10.7003
O2 -5.0607 -12.9318 10.4141
C6 -3.4655 -11.1972 10.1150
Cl4 -4.5694 -10.3518 8.9930
O3 -7.9874 -16.2399 5.5756
C7 -6.7350 -15.9957 5.2950
O4 -6.2929 -16.0188 4.1347
C8 -5.8429 -15.8767 6.4496
C9 -4.4842 -15.4739 6.3915
Cl5 -3.5553 -15.1454 5.0632
N1 -4.0637 -15.1478 7.6247
N2 -5.0450 -15.3744 8.5709
C10 -6.1282 -15.7568 7.8644
C11 -7.3454 -16.1074 8.6164
O5 -8.3106 -16.5613 7.9811
O6 -7.3708 -15.8979 9.8797
C12 -2.6860 -14.9588 8.1034
C13 -1.8397 -14.0733 7.4536
C14 -0.5920 -13.7940 7.9961
C15 -0.1723 -14.4728 9.1570
C16 -1.0356 -15.4247 9.7968
C17 -2.2665 -15.6875 9.2238
H1 -8.1912 -16.2949 6.6233
H2 -2.0499 -13.6192 6.4533
H3 0.0432 -13.0645 7.4196
H4 0.8281 -14.2762 9.5512
H5 -0.7915 -15.9360 10.7440
H6 -2.9056 -16.4240 9.6388
N3 -3.9007 -14.8632 15.0131
C18 -5.2087 -14.6805 14.8828
N4 -5.8476 -14.4110 13.7695
C19 -7.2140 -14.1488 14.0006
C20 -7.6147 -14.4216 15.3167
S1 -6.3098 -14.8461 16.3245
C21 -8.1168 -13.8323 12.9565
C22 -9.5218 -13.8658 13.0191
S2 -10.2099 -13.3306 11.5390
C23 -8.6280 -13.0949 10.8871
N5 -7.6198 -13.4614 11.7106
N6 -8.3285 -12.6102 9.6568
H7 -3.3101 -14.4551 14.2471
H8 -3.5383 -14.9971 15.9539
H9 -8.7085 -14.3099 15.7132
H10 -10.1639 -14.1434 13.8942
H11 -8.9005 -11.8381 9.3053
H12 -7.2900 -12.4657 9.5641
Cl6 -2.2970 -19.2881 10.7113
C24 -3.5798 -19.2522 11.8210
C25 -3.6391 -20.2463 12.8106
C26 -4.6661 -20.2525 13.7725
Cl7 -4.5827 -21.3277 15.1086
C27 -5.7190 -19.3183 13.7030
C28 -6.8235 -19.2903 14.5884
C29 -7.7779 -18.3160 14.3814
C30 -7.6565 -17.3590 13.3724
N7 -6.5724 -17.3362 12.5275
C31 -5.6344 -18.2696 12.7029
C32 -4.5151 -18.1780 11.8391
O7 -4.3499 -17.1727 11.0155
H13 -2.8693 -20.9673 12.9184
H14 -6.9280 -20.0436 15.3802
H15 -8.7120 -18.3639 14.9864
H16 -8.3794 -16.5833 13.1651

As for the orbital gap (alpha / beta): 5.823 / 5.829 eV. As for the spin multiplicity: 4. Its expectation value of S² is 3.75. As for the LUMO energy (alpha / beta): 1.658 / 1.661 eV. The total charge is -1.


Entry 3:
C32H21Cl2FeN7O8 | wB97M-V/def2-TZVPD

Positions of all 71 atoms, in Å:
Fe1 -0.7569 -0.1943 -0.1330
Cl1 -1.7519 -3.8101 3.2682
C1 -1.9523 -2.0806 3.3847
C2 -2.3518 -1.5314 4.6040
C3 -2.5162 -0.1809 4.7535
Cl2 -3.0154 0.4605 6.3092
C4 -2.2798 0.7000 3.6710
C5 -2.4024 2.1079 3.7100
C6 -2.1304 2.8297 2.5840
C7 -1.7342 2.1761 1.4021
N1 -1.6189 0.8687 1.3376
C8 -1.8798 0.1291 2.4483
C9 -1.6913 -1.2938 2.2520
O1 -1.3290 -1.7126 1.1182
H1 -2.5281 -2.1918 5.4428
H2 -2.7015 2.5930 4.6299
H3 -2.2018 3.9093 2.5789
H4 -1.5077 2.7196 0.4978
O2 1.3156 -1.3771 -3.6079
C10 0.7679 -0.6267 -2.7870
O3 0.3178 -1.0137 -1.6658
C11 0.5877 0.8352 -3.1758
C12 1.1708 1.2023 -4.3546
C13 1.0364 2.5000 -4.8656
C14 0.2655 3.4305 -4.2056
C15 -0.3363 3.0952 -3.0106
C16 -0.1772 1.7900 -2.3752
O4 -0.6505 1.5297 -1.2509
N2 -1.1481 4.1544 -2.4280
O5 -1.3622 5.1582 -3.1087
O6 -1.5791 4.0373 -1.2959
N3 1.6773 2.8662 -6.1014
O7 2.3594 2.0264 -6.6776
O8 1.5072 4.0003 -6.5429
H5 1.7320 0.4504 -4.8897
H6 0.1293 4.4188 -4.6126
N4 -0.5236 -3.6663 -2.2944
C17 -1.5435 -3.6066 -3.1545
N5 -1.5893 -4.5483 -4.1599
N6 -2.5599 -2.7738 -3.0972
C18 -2.4860 -1.8408 -2.1594
N7 -2.4228 -1.0270 -1.3426
H7 0.2995 -4.1599 -2.6014
H8 -0.2775 -2.8057 -1.7637
H9 -0.6957 -4.8576 -4.5049
H10 -2.2491 -4.3034 -4.8802
C19 5.2214 -1.7991 3.4980
C20 4.1956 -2.7355 3.4824
C21 3.0305 -2.4827 2.7764
C22 2.8331 -1.2897 2.0655
C23 3.8872 -0.3646 2.0828
C24 5.0545 -0.6167 2.7880
C25 1.5584 -1.1246 1.3402
C26 0.9474 -0.0225 0.8723
C27 1.5022 1.3242 1.1009
C28 2.0894 2.0578 0.0626
C29 2.5455 3.3503 0.2641
C30 2.4169 3.9585 1.5090
C31 1.8281 3.2482 2.5463
C32 1.3788 1.9506 2.3449
H11 6.1360 -1.9899 4.0474
H12 4.3012 -3.6692 4.0242
H13 2.2326 -3.2175 2.7718
H14 3.7981 0.5580 1.5282
H15 5.8478 0.1229 2.7767
H16 1.0315 -2.0685 1.2097
H17 2.1886 1.5944 -0.9121
H18 2.9955 3.8912 -0.5612
H19 2.7615 4.9745 1.6623
H20 1.7102 3.7078 3.5219
H21 0.9159 1.4031 3.1594

As for the orbital gap: 6.241 eV. As for the spin multiplicity: 1. As for the LUMO energy: 4.119 eV. The total charge is -2.


Entry 4:
C32H22BaN6O11S3 | wB97M-V/def2-TZVPD

Positions of all 75 atoms, in Å:
Ba1 0.1216 0.1122 -0.4749
O1 -0.4924 1.5420 4.2277
C1 -0.8887 0.8111 3.1661
O2 -0.5964 -0.3459 3.0373
C2 -1.7284 1.6027 2.1731
C3 -2.3019 2.8130 2.4917
C4 -3.1212 3.4294 1.5385
C5 -3.3515 2.8079 0.3340
C6 -2.7216 1.5848 0.0813
N1 -1.9196 1.0038 0.9901
C7 -2.9770 0.8791 -1.2709
O3 -4.1090 1.0451 -1.7255
O4 -2.0027 0.2283 -1.7610
H1 0.1909 1.0054 4.6561
H2 -2.0952 3.2687 3.4476
H3 -3.5666 4.3944 1.7479
H4 -3.9876 3.2278 -0.4289
C8 1.0808 -3.2195 0.4161
C9 1.8705 -2.6248 1.5532
C10 2.5589 -3.4620 2.4630
C11 3.2767 -2.8986 3.4690
C12 3.3212 -1.4941 3.6169
C13 4.0554 -0.8840 4.6617
C14 4.0382 0.4790 4.7653
C15 3.2957 1.2685 3.8620
C16 2.5500 0.7348 2.8104
S1 1.6250 1.7692 1.7620
C17 2.5882 -0.7159 2.6806
N2 1.8898 -1.3200 1.6522
H5 1.0594 -4.3097 0.4743
H6 1.5078 -2.9275 -0.5459
H7 0.0498 -2.8673 0.4405
H8 2.5072 -4.5373 2.3421
H9 3.8215 -3.5154 4.1770
H10 4.6115 -1.5041 5.3552
H11 4.5987 0.9678 5.5554
H12 3.2894 2.3460 3.9693
C18 -3.2580 -1.6306 3.0819
C19 -3.0645 -2.7395 2.0905
N3 -2.6668 -2.5781 0.8635
C20 -2.5893 -3.7856 0.1914
C21 -2.9178 -4.8763 0.9224
S2 -3.3692 -4.4050 2.5044
C22 -2.1940 -3.7834 -1.2346
C23 -2.5856 -4.6876 -2.1639
S3 -1.9132 -4.2771 -3.6817
C24 -1.1380 -2.8907 -2.9712
N4 -1.3744 -2.7777 -1.6974
C25 -0.3659 -1.9074 -3.8084
H13 -3.3083 -0.6908 2.5345
H14 -2.4088 -1.5731 3.7607
H15 -4.1707 -1.7727 3.6593
H16 -2.8946 -5.9086 0.6185
H17 -3.2533 -5.5220 -2.0351
H18 -0.2034 -2.2796 -4.8199
H19 0.5986 -1.6681 -3.3574
H20 -0.9319 -0.9754 -3.8491
O5 3.5277 0.3552 -3.4958
C26 2.4644 0.6731 -2.9755
O6 1.7483 -0.0704 -2.2166
C27 1.9097 2.0679 -3.3128
C28 2.4298 2.6577 -4.4308
C29 1.9697 3.8939 -4.9014
C30 0.9659 4.5586 -4.2319
C31 0.4410 4.0227 -3.0829
C32 0.8743 2.7471 -2.5345
O7 0.3773 2.2728 -1.4866
N5 -0.6350 4.8376 -2.4302
O8 -1.2182 5.6718 -3.1216
O9 -0.8247 4.7346 -1.2353
N6 2.5449 4.4911 -6.1157
O10 2.1497 5.5955 -6.4804
O11 3.4248 3.8822 -6.7123
H21 3.2173 2.1370 -4.9560
H22 0.5935 5.5058 -4.5989

As for the orbital gap: 5.472 eV. As for the spin multiplicity: 1. As for the LUMO energy: 3.324 eV. The total charge is -2.


Entry 5:
C32H22Co2N3O5P | wB97M-V/def2-TZVPD

Positions of all 65 atoms, in Å:
O1 2.8943 -1.0841 2.9258
C1 2.9710 -1.7741 1.9987
Co1 2.9117 -2.7165 0.5258
C2 4.5951 -2.8360 0.0542
O2 5.7096 -2.9171 -0.2497
C3 2.6219 -4.2673 1.2784
O3 2.3740 -5.2823 1.7868
C4 1.1772 -2.1017 -0.3579
C5 0.3121 -1.6135 0.6374
C6 -0.5729 -2.1613 1.5113
C7 -1.0789 -1.5275 2.7043
C8 -1.8417 -2.3397 3.5731
C9 -2.2712 -1.8463 4.7922
C10 -1.9566 -0.5176 5.1494
C11 -1.2578 0.3274 4.2727
C12 -0.8202 -0.1801 3.0495
Co2 1.3352 -0.3303 -0.1141
C13 1.6289 0.9341 1.0682
O4 1.9036 1.8093 1.7834
C14 2.7656 -0.0494 -1.0852
O5 3.6900 0.1499 -1.7545
P1 -0.0584 0.7259 -1.4543
C15 -0.5038 2.3988 -0.8479
C16 -1.8227 2.7570 -0.5238
C17 -2.0894 4.0146 0.0305
C18 -1.0571 4.9302 0.2427
C19 0.2572 4.5882 -0.0983
C20 0.5308 3.3311 -0.6502
C21 0.5776 1.0338 -3.1531
C22 0.5324 2.2953 -3.7749
C23 1.0620 2.4613 -5.0621
C24 1.6091 1.3785 -5.7497
C25 1.6418 0.1166 -5.1452
C26 1.1468 -0.0487 -3.8451
C27 -1.6677 -0.1134 -1.7151
C28 -2.0829 -0.6008 -2.9669
C29 -3.2238 -1.4081 -3.0663
C30 -3.9656 -1.7290 -1.9250
C31 -3.5715 -1.2360 -0.6783
C32 -2.4485 -0.4094 -0.5820
H1 0.8039 -2.6565 -1.2290
H2 -0.8933 -3.1998 1.2989
H3 -2.0874 -3.3499 3.2402
H4 -2.8568 -2.4794 5.4608
H5 -2.2776 -0.1318 6.1180
H6 -1.0515 1.3712 4.5270
H7 -0.2748 0.4487 2.3510
H8 -2.6370 2.0615 -0.7146
H9 -3.1184 4.2728 0.2879
H10 -1.2695 5.9114 0.6699
H11 1.0733 5.2954 0.0529
H12 1.5503 3.0839 -0.9563
H13 0.0856 3.1428 -3.2586
H14 1.0352 3.4494 -5.5273
H15 2.0105 1.5078 -6.7566
H16 2.0478 -0.7434 -5.6745
H17 1.1882 -1.0319 -3.3715
H18 -1.5143 -0.3464 -3.8603
H19 -3.5243 -1.7968 -4.0411
H20 -4.8503 -2.3661 -2.0044
H21 -4.1283 -1.4904 0.2275
H22 -2.1551 -0.0075 0.3918
N1 3.5354 -1.2957 5.6025
N2 3.6379 -1.6994 6.7310
N3 3.7130 -2.1117 7.8505

As for the orbital gap: 2.312 eV. As for the spin multiplicity: 1. As for the LUMO energy: -3.570 eV.